1.
{"formula": "C6H16N2", "method": "ωB97M-V/def2-TZVPD", "smiles": "CC[C@@H](CNC)NC", "e_tot_ha": -347.686965, "charge": 0, "molar_mass_g_mol": 116.2, "largest_force_ev_per_a": 1.20, "lumo_ev": 1.11, "de_lowest_kcal_mol": 23.76, "orbital_gap_ev": 9.3486, "elements": ["N", "N", "C", "C", "C", "C", "C", "C", "H", "H", "H", "H", "H", "H", "H", "H", "H", "H", "H", "H", "H", "H", "H", "H"], "xyz": [[-1.7331, -0.5959, -0.7976], [1.0055, 1.0263, -0.3715], [-3.1306, -0.2612, -0.6461], [0.5488, -0.2701, 0.1371], [0.3659, 1.4920, -1.5933], [1.2941, -0.5973, 1.4574], [2.8123, -0.4281, 1.4164], [-0.9522, -0.3422, 0.4157], [-3.2067, 0.7791, -0.3577], [-1.2372, 0.6371, 0.7956], [-1.6038, -1.5498, -1.1049], [-3.6897, -0.3507, -1.5724], [-3.6170, -0.8154, 0.1732], [1.0630, -1.6366, 1.6704], [1.0253, 2.2030, -2.0937], [-0.6404, 1.8972, -1.4941], [0.2430, 0.6338, -2.2570], [3.1274, 0.2438, 0.6162], [3.3474, -1.3700, 1.3031], [0.9407, 1.7191, 0.3676], [-1.1439, -1.1068, 1.1577], [3.2072, 0.0362, 2.3257], [0.8798, -0.9794, -0.6276], [0.8777, 0.0578, 2.2257]], "forces_ev_per_angstrom": [[0.2486, 0.3667, -0.1330], [-0.1781, -0.0349, 0.2588], [-0.0589, -0.0772, 0.5456], [0.8123, 0.4496, 0.3547], [0.2899, -0.4548, -0.3160], [0.1143, 0.2554, -0.7642], [0.4683, 0.3927, 0.0675], [0.1541, -0.2381, -1.1627], [0.0594, 0.4175, 0.0295], [-0.1921, 0.0349, 0.2443], [-0.0557, -0.0371, 0.0342], [0.0154, -0.3228, -0.0981], [-0.1844, -0.1315, -0.2370], [-0.2253, -0.0406, 0.4341], [-0.1482, 0.1623, 0.0489], [-0.1100, 0.2260, 0.1978], [0.1278, 0.0509, -0.0263], [-0.1531, -0.1311, -0.1220], [-0.0992, -0.0782, -0.1218], [-0.0249, 0.0329, -0.0797], [-0.1776, -0.1842, 0.6015], [-0.1921, -0.1731, 0.0694], [-0.3590, -0.3002, -0.0030], [-0.1316, -0.1850, 0.1774]]}

---

2.
{"formula": "C6H16N2", "method": "ωB97M-V/def2-TZVPD", "smiles": "CNCCC[C@H](C)N", "e_tot_ha": -347.654226, "charge": 0, "molar_mass_g_mol": 116.2, "largest_force_ev_per_a": 2.96, "lumo_ev": 1.10, "de_lowest_kcal_mol": 44.30, "orbital_gap_ev": 9.7183, "elements": ["N", "N", "C", "C", "C", "C", "C", "C", "H", "H", "H", "H", "H", "H", "H", "H", "H", "H", "H", "H", "H", "H", "H", "H"], "xyz": [[0.1785, 0.3156, -2.8120], [1.7043, -0.3236, 2.3016], [-0.9685, 1.1691, -3.1350], [-0.5489, -1.4612, 2.5230], [0.4646, -0.7443, 1.6729], [-0.2643, 0.5650, 1.0717], [-0.7611, 0.3710, -0.3518], [0.4036, 0.1107, -1.3391], [-1.8449, 1.1338, -2.4726], [-0.8961, -1.1842, 3.5277], [-1.5888, -1.4141, 2.1250], [-1.2930, 1.2673, -0.6348], [0.8443, -0.8764, -1.2413], [-1.2945, 1.1556, -4.1890], [1.1313, 0.8733, -1.0038], [-1.1456, 0.6759, 1.7108], [-1.5743, -0.3718, -0.2761], [2.2231, -1.0654, 2.7238], [0.0694, -0.5772, -3.3186], [0.5843, -1.3751, 0.7858], [0.4769, 1.3697, 1.1659], [1.8296, 0.6553, 2.4359], [-0.3880, -2.5539, 2.5432], [-0.6121, 2.2304, -3.0007]], "forces_ev_per_angstrom": [[-1.1149, -0.9592, 0.0850], [-1.1297, -1.2321, -1.1551], [0.6974, 2.2016, 0.0798], [-2.2366, -1.8749, 0.5195], [-1.1320, 2.2528, -0.7048], [0.8929, -1.4808, 0.8639], [-0.1714, -0.4862, 0.1388], [-0.3713, 0.9056, -0.5812], [0.0742, -0.6129, -0.3552], [1.4304, 0.5896, 0.2429], [0.6728, 0.0167, -0.8829], [0.0556, 0.4432, -0.0943], [0.0777, 0.0110, 0.2381], [0.3212, -0.5613, 0.4360], [0.1464, -0.4298, -0.3546], [0.3078, 0.7745, -0.0097], [0.4653, -0.2622, -0.5054], [0.4758, 0.5168, 0.4805], [0.0971, 0.5754, 0.7964], [0.6422, -0.1996, 0.2705], [-0.5575, 0.2157, -0.1457], [0.4085, -0.0535, 0.5004], [0.2740, 0.3393, 0.2406], [-0.3259, -0.6898, -0.1035]]}

---

3.
{"formula": "C6H16N2", "method": "ωB97M-V/def2-TZVPD", "e_tot_ha": -347.535973, "charge": 0, "molar_mass_g_mol": 116.2, "largest_force_ev_per_a": 1.96, "lumo_ev": 0.79, "de_lowest_kcal_mol": 118.50, "orbital_gap_ev": 6.3584, "elements": ["N", "N", "C", "C", "C", "C", "C", "C", "H", "H", "H", "H", "H", "H", "H", "H", "H", "H", "H", "H", "H", "H", "H", "H"], "xyz": [[-0.6807, -0.0340, -0.2618], [1.6561, -0.2374, -1.2577], [1.1299, -0.9549, 1.1155], [-1.3373, -0.2852, 1.5312], [-1.2408, 1.1078, -0.9916], [0.9608, 0.0119, 0.0228], [1.2799, 1.4427, 0.4568], [-1.0661, -1.2771, -0.9397], [-2.3213, 0.0621, 1.2082], [1.9307, -0.7574, 1.8212], [-0.6816, -1.2917, -1.9624], [1.9017, -1.2175, -1.3321], [-0.6737, -2.1235, -0.3799], [0.6070, 1.7521, 1.2544], [-1.3795, -1.3020, 1.8909], [1.1170, -2.0116, 0.8609], [-2.1546, -1.3633, -0.9585], [-1.1715, 2.0120, -0.3906], [-0.9041, 0.3918, 2.2530], [1.1967, 2.1475, -0.3717], [2.2996, 1.4843, 0.8396], [2.5337, 0.2675, -1.2676], [-0.7046, 1.2416, -1.9366], [-2.2974, 0.9345, -1.2042]], "forces_ev_per_angstrom": [[0.5954, -0.4673, 1.6899], [-0.8442, 0.0236, -0.3471], [-0.1742, 0.0004, 0.1932], [-0.1524, 0.7305, -1.8169], [-0.1756, 0.0760, 0.2560], [0.2004, -0.4223, 0.5184], [-0.2811, -0.1668, -0.0597], [0.0922, -0.1022, 0.1378], [-0.1036, 0.0248, 0.0246], [-0.0074, 0.2850, 0.0002], [0.0119, 0.0709, 0.0562], [-0.0722, 0.0438, 0.1721], [0.1120, 0.0456, -0.0231], [0.0553, 0.0625, 0.0245], [0.3169, -0.0237, -0.3015], [0.1063, -0.0849, -0.3468], [0.0372, 0.0954, -0.0400], [0.1137, 0.0003, -0.0314], [0.2704, -0.0473, -0.2203], [0.0018, 0.0031, -0.0282], [-0.0359, -0.1078, -0.0033], [-0.1479, 0.0928, 0.0740], [0.0354, -0.0734, 0.1132], [0.0458, -0.0591, -0.0418]]}

---

4.
{"formula": "C6H16N2", "method": "ωB97M-V/def2-TZVPD", "e_tot_ha": -347.371946, "spin_multiplicity": 2, "charge": 1, "molar_mass_g_mol": 116.2, "largest_force_ev_per_a": 2.45, "lumo_ev": [-3.05, -8.15], "de_lowest_kcal_mol": 27.88, "orbital_gap_ev": [9.0892, 3.8406], "elements": ["N", "N", "C", "C", "C", "C", "C", "C", "H", "H", "H", "H", "H", "H", "H", "H", "H", "H", "H", "H", "H", "H", "H", "H"], "xyz": [[-2.2243, 1.8673, 1.6413], [0.9638, -2.2344, -0.7844], [-2.2577, 0.5431, 1.0569], [0.8867, -0.1406, 0.3395], [-1.5476, 0.5439, -0.3065], [2.9526, -0.6977, -1.0193], [1.4395, -0.8361, -0.9371], [-0.1046, 1.0094, -0.1553], [1.6368, 0.3286, 0.9631], [0.9143, -0.5613, -1.8487], [-2.0631, 1.2507, -0.9640], [0.0474, -2.3801, -1.2261], [-2.5287, 2.6468, 1.0754], [-1.6334, -0.0607, 1.7127], [0.0084, 1.7808, 0.6110], [3.3065, 0.2617, -0.6721], [-3.2632, 0.1313, 0.9560], [-1.6080, -0.4148, -0.8247], [0.2603, 1.4106, -1.1006], [0.1909, -0.7748, 0.8922], [0.9890, -2.5785, 0.1792], [3.2798, -0.8824, -2.0444], [3.4510, -1.5266, -0.5123], [-2.2454, 1.9121, 2.6376]], "forces_ev_per_angstrom": [[0.6110, -0.3170, -0.8721], [-0.4808, 1.7392, 0.7304], [0.4726, 0.3965, -0.2145], [-2.0015, 1.2986, -0.5689], [-0.0072, 0.9242, 0.2689], [0.4461, -1.0771, -0.8491], [-0.2681, -1.5913, -0.1422], [0.7594, -0.6680, -0.3129], [0.4443, -0.6204, 0.0725], [0.2921, 0.6695, 0.0372], [-0.0266, -0.0416, -0.0181], [0.4614, -0.4372, -0.0018], [-0.2661, -0.1573, 0.5421], [-0.3950, -0.4906, 0.2826], [-0.3624, 0.0703, -0.0234], [-0.0183, 0.1272, 0.0690], [0.0128, -0.2334, 0.0952], [-0.0411, -0.2531, 0.0873], [0.1180, 0.1525, 0.0825], [0.4712, -0.1340, 0.4255], [0.3951, -0.4995, -0.3352], [-0.1421, 0.4397, -0.1158], [-0.1224, 0.3066, 0.6219], [-0.3525, 0.3961, 0.1390]]}

---

Copy entry 1 word for word.
{"formula": "C6H16N2", "method": "ωB97M-V/def2-TZVPD", "smiles": "CC[C@@H](CNC)NC", "e_tot_ha": -347.686965, "charge": 0, "molar_mass_g_mol": 116.2, "largest_force_ev_per_a": 1.20, "lumo_ev": 1.11, "de_lowest_kcal_mol": 23.76, "orbital_gap_ev": 9.3486, "elements": ["N", "N", "C", "C", "C", "C", "C", "C", "H", "H", "H", "H", "H", "H", "H", "H", "H", "H", "H", "H", "H", "H", "H", "H"], "xyz": [[-1.7331, -0.5959, -0.7976], [1.0055, 1.0263, -0.3715], [-3.1306, -0.2612, -0.6461], [0.5488, -0.2701, 0.1371], [0.3659, 1.4920, -1.5933], [1.2941, -0.5973, 1.4574], [2.8123, -0.4281, 1.4164], [-0.9522, -0.3422, 0.4157], [-3.2067, 0.7791, -0.3577], [-1.2372, 0.6371, 0.7956], [-1.6038, -1.5498, -1.1049], [-3.6897, -0.3507, -1.5724], [-3.6170, -0.8154, 0.1732], [1.0630, -1.6366, 1.6704], [1.0253, 2.2030, -2.0937], [-0.6404, 1.8972, -1.4941], [0.2430, 0.6338, -2.2570], [3.1274, 0.2438, 0.6162], [3.3474, -1.3700, 1.3031], [0.9407, 1.7191, 0.3676], [-1.1439, -1.1068, 1.1577], [3.2072, 0.0362, 2.3257], [0.8798, -0.9794, -0.6276], [0.8777, 0.0578, 2.2257]], "forces_ev_per_angstrom": [[0.2486, 0.3667, -0.1330], [-0.1781, -0.0349, 0.2588], [-0.0589, -0.0772, 0.5456], [0.8123, 0.4496, 0.3547], [0.2899, -0.4548, -0.3160], [0.1143, 0.2554, -0.7642], [0.4683, 0.3927, 0.0675], [0.1541, -0.2381, -1.1627], [0.0594, 0.4175, 0.0295], [-0.1921, 0.0349, 0.2443], [-0.0557, -0.0371, 0.0342], [0.0154, -0.3228, -0.0981], [-0.1844, -0.1315, -0.2370], [-0.2253, -0.0406, 0.4341], [-0.1482, 0.1623, 0.0489], [-0.1100, 0.2260, 0.1978], [0.1278, 0.0509, -0.0263], [-0.1531, -0.1311, -0.1220], [-0.0992, -0.0782, -0.1218], [-0.0249, 0.0329, -0.0797], [-0.1776, -0.1842, 0.6015], [-0.1921, -0.1731, 0.0694], [-0.3590, -0.3002, -0.0030], [-0.1316, -0.1850, 0.1774]]}